# 1
{
  "formula": "C30H29ClN2O4",
  "method": "ωB97M-V/def2-TZVPD",
  "energy_ha": -2031.13321,
  "e_homo_ev": -5.445,
  "fmax_ev_per_a": 3.41,
  "e_lumo_ev": -1.17,
  "symbols": ["C", "C", "O", "C", "C", "C", "C", "C", "Cl", "C", "C", "C", "O", "H", "H", "H", "H", "H", "H", "H", "H", "H", "H", "C", "O", "C", "C", "C", "C", "N", "C", "C", "C", "C", "C", "C", "C", "C", "C", "C", "O", "N", "C", "C", "C", "C", "C", "H", "H", "H", "H", "H", "H", "H", "H", "H", "H", "H", "H", "H", "H", "H", "H", "H", "H", "H"],
  "coordinates": [[-3.03060, -0.25848, -3.01554], [-1.67417, 0.35523, -2.79605], [-0.88065, -0.62629, -2.10348], [0.44618, -0.28361, -2.12962], [1.27409, -1.40295, -1.72038], [2.59789, -1.50622, -2.20152], [3.38073, -0.34879, -2.50619], [4.73254, -0.47414, -2.81394], [5.66460, 0.93907, -3.08669], [5.33916, -1.73950, -2.90294], [4.56857, -2.88715, -2.66495], [3.22928, -2.78005, -2.32516], [0.78692, 0.84564, -2.48263], [-3.68256, 0.45110, -3.53316], [-2.93679, -1.15585, -3.64061], [-3.49387, -0.53958, -2.06267], [-1.20808, 0.60518, -3.75995], [-1.71724, 1.26281, -2.17868], [0.73991, -2.31073, -1.45785], [2.90337, 0.62542, -2.49081], [6.39463, -1.80478, -3.15505], [5.02823, -3.87428, -2.74781], [2.62168, -3.66925, -2.13556], [-1.13183, 7.20907, 0.57621], [-2.19057, 6.61553, 1.36395], [-2.41494, 5.27848, 1.25718], [-3.35172, 4.71704, 2.15789], [-3.54067, 3.34430, 2.19836], [-2.79694, 2.50581, 1.35541], [-3.01458, 1.11035, 1.41378], [-2.11300, 0.09061, 1.23567], [-0.67221, 0.12042, 0.97970], [0.14886, -0.92856, 1.58901], [1.34571, -1.24418, 1.03523], [2.18317, -2.33922, 1.51230], [3.44459, -2.57646, 0.91494], [4.17555, -3.72584, 1.19269], [3.74964, -4.59125, 2.21000], [2.56301, -4.31580, 2.89915], [1.77047, -3.22016, 2.54600], [-0.15200, 0.97305, 0.22928], [-2.80118, -1.06288, 1.37356], [-2.29045, -2.41684, 1.25015], [-4.12638, -0.78976, 1.68306], [-4.26062, 0.54649, 1.71545], [-1.94638, 3.06732, 0.40490], [-1.74270, 4.44181, 0.33536], [-1.17199, 8.26428, 0.84396], [-0.15647, 6.78175, 0.84452], [-1.31813, 7.07765, -0.49758], [-3.89093, 5.39056, 2.81678], [-4.25899, 2.93442, 2.90372], [-0.23441, -1.37861, 2.50817], [1.77023, -0.58067, 0.27002], [3.81546, -1.84519, 0.19183], [5.07867, -3.94139, 0.62061], [4.34619, -5.46539, 2.46825], [2.24239, -4.96551, 3.71533], [0.82744, -3.03402, 3.06518], [-3.13791, -3.07053, 1.01029], [-1.54535, -2.48895, 0.44690], [-1.84829, -2.76549, 2.19543], [-4.84709, -1.57123, 1.86193], [-5.12847, 1.15045, 1.91002], [-1.40790, 2.43103, -0.28263], [-1.05308, 4.84474, -0.41070]],
  "forces_ev_per_a": [[-0.212, -0.138, -0.090], [-0.023, -0.208, 0.266], [-0.722, 0.451, -0.553], [1.277, -0.218, 0.594], [-1.381, 0.561, -0.758], [1.286, 0.001, 0.013], [0.251, -0.312, 0.051], [-0.956, -1.537, 0.155], [0.394, 0.509, -0.156], [0.011, 0.236, 0.082], [0.021, 0.338, -0.072], [-0.172, 0.358, 0.170], [-0.195, -0.703, -0.142], [-0.005, -0.075, 0.088], [-0.075, 0.161, 0.186], [-0.017, 0.015, -0.123], [-0.034, 0.005, 0.399], [-0.027, -0.071, -0.264], [0.043, -0.021, -0.260], [0.165, -0.188, 0.125], [-0.195, -0.048, 0.048], [-0.086, 0.290, -0.002], [0.265, 0.218, -0.040], [-0.503, -0.337, 0.284], [0.119, -0.225, -0.320], [0.426, -0.388, -0.206], [0.475, 0.146, -0.522], [0.219, 0.163, -0.036], [0.015, 1.412, -0.225], [-0.037, -1.707, 0.055], [-1.916, 0.131, 0.281], [3.195, 0.897, -0.796], [-1.287, 0.684, 0.157], [0.945, 0.910, 0.301], [0.566, -0.813, 0.409], [-0.576, 0.285, -0.248], [-0.080, -0.109, 0.504], [-0.089, 0.351, -0.306], [-0.175, 0.266, -0.012], [0.393, 0.004, -0.472], [-1.147, -1.161, 0.991], [-0.416, 0.489, 0.323], [0.096, -0.948, -0.127], [0.627, -0.199, -0.063], [0.632, 0.457, -0.266], [-0.101, 0.117, -0.125], [-0.430, 0.390, 0.744], [0.117, -0.124, -0.141], [-0.240, 0.054, -0.046], [0.030, 0.078, 0.240], [0.068, -0.168, -0.043], [0.191, 0.045, -0.031], [0.108, -0.264, -0.560], [-0.312, -0.404, 0.528], [-0.151, -0.384, 0.089], [-0.171, 0.137, 0.259], [-0.185, 0.172, -0.074], [0.096, 0.148, -0.245], [0.320, -0.196, -0.133], [0.175, 0.227, 0.002], [-0.267, 0.145, 0.299], [-0.168, 0.185, -0.403], [0.109, 0.055, -0.095], [0.080, 0.029, -0.104], [-0.086, 0.022, 0.065], [-0.279, -0.196, 0.349]]
}



# 2
{
  "formula": "C41H59BBaBrN10O3S",
  "method": "ωB97M-V/def2-TZVPD",
  "total_charge": -1,
  "energy_ha": -5393.98967,
  "e_homo_ev": -4.280,
  "fmax_ev_per_a": 0.47,
  "e_lumo_ev": 2.19,
  "e_above_lowest_ev": 0.1259,
  "symbols": ["Ba", "C", "C", "C", "C", "N", "N", "B", "N", "N", "C", "C", "C", "C", "C", "C", "C", "C", "N", "N", "C", "C", "C", "C", "C", "C", "C", "C", "C", "C", "C", "C", "H", "H", "H", "H", "H", "H", "H", "H", "H", "H", "H", "H", "H", "H", "H", "H", "H", "H", "H", "H", "H", "H", "H", "H", "H", "H", "H", "H", "H", "H", "H", "H", "H", "H", "H", "H", "H", "H", "H", "H", "Br", "C", "C", "C", "C", "C", "N", "C", "O", "O", "H", "H", "H", "S", "C", "C", "C", "C", "C", "N", "H", "H", "H", "H", "C", "N", "C", "C", "C", "N", "C", "C", "O", "H", "H", "H", "H", "H", "H", "H", "H", "H", "H", "H", "H"],
  "coordinates": [[-0.14202, -0.61175, -0.92597], [-0.48474, 2.06621, 4.72752], [-0.53659, 0.83592, 3.88114], [-0.55317, -0.47098, 4.31353], [-0.56611, -1.24548, 3.14155], [-0.54245, -0.45813, 2.07151], [-0.53894, 0.82377, 2.52869], [-0.60147, 2.10825, 1.65874], [-1.84623, 2.19463, 0.73787], [-2.03917, 1.49131, -0.41336], [-3.17785, 1.92452, -0.94141], [-3.74614, 2.91085, -0.12113], [-2.86943, 3.05882, 0.92956], [-3.01908, 3.97025, 2.10359], [-3.77688, 1.43520, -2.24345], [-3.98852, 2.64609, -3.16372], [-5.13534, 0.77966, -1.95961], [-2.88397, 0.42735, -2.95559], [0.74097, 2.43688, 0.95669], [1.47363, 1.59420, 0.17307], [2.60567, 2.23849, -0.11394], [2.60222, 3.50957, 0.47741], [1.40173, 3.59856, 1.14277], [0.86958, 4.78317, 1.87949], [3.70275, 1.73580, -1.03261], [5.05352, 2.29029, -0.56411], [3.80729, 0.21583, -1.07916], [3.41950, 2.25282, -2.44911], [-0.66896, -2.75445, 3.09000], [-2.06924, -3.16426, 3.56594], [-0.44304, -3.29138, 1.68366], [0.37749, -3.37241, 4.02640], [-0.45556, 1.76374, 5.77448], [-1.35147, 2.71025, 4.57817], [0.40546, 2.66093, 4.51712], [-0.56544, -0.80555, 5.33769], [-0.75628, 2.98611, 2.44527], [-4.66486, 3.45439, -0.26749], [-3.94539, 4.53228, 1.98467], [-2.19455, 4.67768, 2.19042], [-3.07513, 3.41428, 3.04078], [-4.65338, 3.38280, -2.70963], [-4.42961, 2.32074, -4.10926], [-3.03820, 3.13731, -3.37862], [-5.80553, 1.47111, -1.44457], [-5.01508, -0.10642, -1.33522], [-5.60598, 0.47790, -2.89849], [-1.91034, 0.85402, -3.19393], [-3.34866, 0.12529, -3.89704], [-2.75111, -0.47394, -2.36187], [3.35583, 4.27599, 0.42395], [1.61652, 5.57614, 1.84234], [0.64352, 4.56542, 2.92350], [-0.04532, 5.15745, 1.41532], [5.27214, 1.98324, 0.46110], [5.08114, 3.37934, -0.60804], [5.84481, 1.91101, -1.21481], [4.08815, -0.19060, -0.10609], [4.57663, -0.06480, -1.80352], [2.88344, -0.26516, -1.38421], [3.33965, 3.34261, -2.45647], [2.48353, 1.83637, -2.81078], [4.22173, 1.95414, -3.12894], [-2.83383, -2.75945, 2.90207], [-2.26347, -2.80103, 4.57775], [-2.15835, -4.25404, 3.56716], [-1.19225, -2.91669, 0.98923], [-0.50870, -4.38242, 1.68718], [0.53629, -3.00083, 1.31319], [0.25570, -3.02576, 5.05442], [1.38517, -3.11438, 3.69670], [0.28176, -4.46105, 4.02048], [-0.52371, 4.34053, -1.72632], [-0.26759, 3.41599, -3.37479], [-0.52436, 4.09437, -4.55722], [-0.29820, 3.40164, -5.73392], [0.18360, 2.10448, -5.67724], [0.39309, 1.52087, -4.43581], [0.14416, 2.17483, -3.29387], [0.97507, 0.09340, -4.35103], [1.44057, -0.36101, -5.39318], [0.93359, -0.43284, -3.20265], [-0.88145, 5.11342, -4.54566], [-0.48740, 3.88198, -6.68638], [0.41239, 1.52315, -6.55834], [-1.73572, -3.37960, -2.04076], [-2.94888, -2.84833, -0.92595], [-4.14757, -3.58285, -0.73087], [-5.09485, -3.13431, 0.15038], [-4.87651, -1.94172, 0.85566], [-3.69565, -1.27471, 0.61083], [-2.76968, -1.70167, -0.25027], [-4.28152, -4.49916, -1.28999], [-6.00736, -3.70064, 0.30109], [-5.59829, -1.55056, 1.55916], [-3.45653, -0.34577, 1.12159], [2.29609, -4.14365, -1.89165], [3.04745, -4.04914, -0.64399], [3.91329, -5.15741, -0.29099], [4.20633, -5.16945, 1.19701], [4.58659, -3.77083, 1.64623], [3.51633, -2.85540, 1.32075], [3.38515, -1.65537, 2.12440], [2.80969, -2.97628, 0.15405], [1.97128, -2.13499, -0.17115], [1.29674, -4.55608, -1.73273], [2.85255, -4.78705, -2.57292], [2.18544, -3.16219, -2.34654], [4.84993, -5.09628, -0.86038], [3.41769, -6.08551, -0.58552], [5.01285, -5.87255, 1.40911], [3.31829, -5.48677, 1.74798], [5.53175, -3.46160, 1.17683], [4.73471, -3.74081, 2.72759], [3.23827, -1.92736, 3.17189], [2.53033, -1.07665, 1.78391], [4.28404, -1.03419, 2.05166]],
  "forces_ev_per_a": [[-0.246, -0.201, 0.093], [0.008, -0.019, 0.027], [0.035, -0.040, 0.020], [-0.020, 0.078, 0.005], [0.011, -0.056, -0.051], [-0.072, 0.044, -0.142], [0.054, 0.022, 0.040], [-0.007, -0.056, 0.031], [0.025, -0.063, -0.010], [0.107, 0.122, -0.016], [-0.029, -0.101, -0.059], [0.042, 0.086, 0.120], [-0.107, -0.070, -0.043], [-0.032, 0.003, 0.004], [0.041, -0.002, 0.011], [0.020, -0.014, 0.012], [0.029, 0.010, 0.021], [0.035, 0.022, -0.049], [-0.038, -0.055, 0.042], [0.135, 0.029, 0.096], [0.005, -0.054, -0.086], [-0.069, 0.071, 0.103], [0.070, 0.022, -0.073], [0.015, 0.015, -0.003], [-0.014, -0.039, -0.040], [-0.015, -0.012, -0.008], [-0.019, -0.030, 0.068], [0.026, -0.007, 0.018], [0.030, -0.009, -0.034], [0.013, -0.007, 0.028], [-0.037, 0.029, 0.019], [-0.034, 0.042, 0.006], [0.001, 0.029, 0.006], [-0.011, -0.004, 0.000], [0.003, 0.000, -0.001], [0.006, -0.012, 0.011], [-0.007, 0.037, 0.004], [-0.011, 0.001, -0.014], [0.005, 0.016, 0.029], [0.005, 0.005, -0.008], [0.003, -0.004, 0.001], [-0.017, 0.004, 0.009], [-0.006, 0.000, -0.009], [0.005, 0.006, -0.010], [-0.017, 0.011, -0.001], [-0.018, 0.004, -0.022], [-0.008, -0.006, -0.014], [0.032, 0.008, 0.042], [0.000, -0.018, -0.001], [0.007, -0.120, 0.046], [0.010, 0.013, -0.014], [-0.020, 0.017, 0.013], [0.009, -0.002, 0.005], [-0.006, -0.001, 0.006], [-0.002, 0.000, 0.011], [0.012, 0.018, -0.005], [0.014, -0.001, 0.002], [-0.012, 0.013, 0.034], [0.001, -0.025, -0.003], [-0.039, 0.067, -0.101], [-0.011, 0.004, -0.001], [-0.010, 0.001, -0.011], [0.009, -0.001, -0.010], [-0.018, 0.011, -0.020], [-0.003, 0.004, 0.004], [-0.013, -0.006, -0.006], [-0.010, -0.025, 0.014], [0.000, -0.007, -0.028], [0.041, -0.032, -0.007], [0.000, -0.003, 0.008], [0.024, -0.008, -0.005], [0.005, -0.012, 0.002], [-0.016, 0.018, -0.044], [-0.041, -0.002, 0.040], [0.016, 0.004, 0.035], [-0.010, 0.002, -0.052], [-0.001, -0.023, 0.002], [0.028, -0.005, -0.044], [0.047, -0.034, -0.013], [0.024, 0.075, 0.197], [-0.011, -0.034, -0.091], [0.089, -0.009, -0.244], [0.002, 0.002, 0.017], [0.005, -0.010, -0.007], [0.003, -0.002, 0.001], [0.065, 0.180, 0.198], [-0.214, -0.280, -0.318], [0.118, -0.080, -0.047], [-0.039, 0.148, 0.130], [0.014, -0.082, -0.032], [-0.051, -0.001, 0.098], [0.237, 0.192, 0.098], [-0.004, 0.014, 0.006], [-0.009, 0.009, -0.001], [-0.004, 0.000, 0.012], [-0.029, 0.015, -0.004], [-0.014, -0.002, -0.021], [-0.018, 0.016, 0.023], [0.029, 0.007, -0.001], [0.012, 0.019, -0.005], [0.004, -0.043, -0.011], [-0.052, -0.047, -0.011], [0.028, 0.010, 0.007], [0.049, 0.039, -0.029], [-0.131, 0.151, -0.020], [-0.001, 0.004, 0.009], [-0.003, -0.003, -0.006], [0.010, 0.013, -0.008], [-0.010, -0.004, 0.002], [0.006, -0.006, 0.008], [-0.011, -0.009, 0.009], [-0.002, -0.003, 0.003], [-0.008, 0.008, 0.013], [0.008, -0.005, -0.007], [0.000, 0.006, 0.005], [-0.014, 0.000, 0.000], [-0.014, 0.008, -0.003]]
}